[1]
{
  "formula": "C19H35F7O5",
  "method": "wB97M-V/def2-TZVPD",
  "lumo_energy_ev": -0.1,
  "homo_lumo_gap_ev": 9.3,
  "smiles": "O=C1CC[C@H](C(F)(F)C(F)(F)C(F)(F)F)O1.CCOCC.CCOCC.CCOCC",
  "symbols": ["O", "C", "C", "C", "C", "C", "F", "F", "C", "F", "F", "C", "F", "F", "F", "O", "H", "H", "H", "H", "H", "C", "C", "O", "C", "C", "H", "H", "H", "H", "H", "H", "H", "H", "H", "H", "C", "C", "O", "C", "C", "H", "H", "H", "H", "H", "H", "H", "H", "H", "H", "C", "C", "O", "C", "C", "H", "H", "H", "H", "H", "H", "H", "H", "H", "H"],
  "positions_angstrom": [[2.969212, 4.773812, 0.541247], [3.306951, 3.637147, -0.074401], [4.375841, 3.334784, -1.281499], [4.168387, 1.702275, -1.355000], [2.733893, 1.413445, -0.571262], [1.459882, 0.833952, -1.422191], [1.737670, 1.035215, -2.866862], [1.480149, -0.664088, -1.217810], [-0.012461, 1.331700, -0.916903], [-0.187612, 1.270173, 0.581371], [-1.032649, 0.359999, -1.455218], [-0.457236, 2.835861, -1.375003], [-0.308274, 3.137534, -2.816229], [-1.938160, 2.934753, -1.089321], [0.165227, 3.942850, -0.601865], [2.548798, 2.471328, 0.432047], [3.998820, 3.691429, -2.336750], [5.504486, 3.544551, -1.022745], [5.077709, 1.325543, -0.680247], [4.362109, 1.139167, -2.363434], [3.027301, 0.486769, 0.117437], [-2.143415, -2.283643, -3.000539], [-2.034942, -1.338877, -4.186790], [-2.093013, -2.001625, -5.447616], [-3.282416, -2.738553, -5.722684], [-4.538749, -1.884513, -5.711109], [-1.348716, -3.038506, -3.038214], [-2.057667, -1.727819, -2.060989], [-3.097230, -2.814362, -2.987626], [-1.066008, -0.831835, -4.143450], [-2.795385, -0.554205, -4.136756], [-3.371314, -3.582539, -5.030718], [-3.158808, -3.170769, -6.722194], [-4.716970, -1.431295, -4.733312], [-5.413588, -2.491091, -5.965158], [-4.454187, -1.069805, -6.438595], [-2.814091, -1.975199, 1.594442], [-3.870511, -2.538223, 0.657146], [-3.452776, -3.717527, -0.026248], [-3.108693, -4.835248, 0.789662], [-4.251433, -5.317796, 1.666695], [-1.891740, -1.754651, 1.043613], [-3.173123, -1.053676, 2.064483], [-2.558891, -2.677404, 2.390290], [-4.090367, -1.791362, -0.112052], [-4.810245, -2.720752, 1.186362], [-2.220499, -4.606052, 1.387668], [-2.821405, -5.643852, 0.107948], [-4.576534, -4.551625, 2.374189], [-3.945032, -6.197636, 2.240994], [-5.118478, -5.584848, 1.052650], [4.581158, 2.539459, 6.466681], [4.689630, 3.484225, 5.280429], [4.631560, 2.821477, 4.019604], [3.442157, 2.084549, 3.744535], [2.185823, 2.938589, 3.756111], [5.375857, 1.784596, 6.429006], [4.666906, 3.095283, 7.406231], [3.627343, 2.008740, 6.479593], [5.658565, 3.991267, 5.323770], [3.929188, 4.268897, 5.330464], [3.353259, 1.240563, 4.436501], [3.565765, 1.652333, 2.745026], [2.007603, 3.391807, 4.733907], [1.310985, 2.332011, 3.502062], [2.270385, 3.753297, 3.028625]],
  "forces_ev_per_angstrom": [[2.8, -7.2, -4.3], [-2.7, 5.7, 3.9], [-1.4, -2.3, -0.3], [1.4, 0.1, 1.0], [2.3, -2.9, 1.8], [1.5, -1.7, -0.5], [-1.5, -0.5, 4.1], [-0.2, 4.4, -0.7], [-2.3, -1.7, 0.9], [1.0, 0.2, -5.0], [3.3, 3.4, 1.5], [-2.8, 3.3, -0.3], [-0.2, -1.3, 5.1], [5.0, -0.3, -1.0], [-1.9, -4.2, -2.9], [1.9, 1.3, -4.2], [0.8, 0.2, 2.5], [-2.7, 0.1, -0.5], [-2.4, 0.3, -1.1], [-0.9, 1.5, 1.8], [-1.1, 1.7, -1.6], [0.0, -0.1, 0.0], [0.0, -0.2, 0.1], [0.0, 0.0, -0.1], [0.1, 0.1, 0.0], [-0.1, 0.2, 0.0], [-0.1, 0.2, 0.0], [0.0, -0.1, -0.2], [0.0, 0.1, 0.1], [-0.1, -0.1, -0.3], [-0.1, 0.0, 0.0], [-0.1, 0.0, 0.1], [0.2, 0.2, 0.2], [0.0, -0.1, 0.0], [0.1, 0.1, 0.0], [0.0, -0.1, 0.1], [0.2, 0.0, 0.0], [0.2, -0.1, 0.0], [0.0, 0.0, -0.1], [-0.1, 0.1, 0.0], [-0.2, 0.0, 0.0], [-0.2, 0.0, 0.1], [0.0, -0.1, -0.1], [-0.1, 0.0, 0.0], [0.1, -0.3, -0.1], [0.0, 0.0, 0.1], [0.0, 0.0, 0.1], [-0.1, 0.3, -0.1], [0.1, -0.1, 0.0], [0.0, 0.1, -0.1], [0.1, 0.0, 0.1], [0.0, -0.2, 0.0], [0.0, -0.1, 0.0], [0.1, 0.0, -0.1], [0.0, 0.1, 0.1], [0.0, 0.2, 0.0], [-0.1, 0.2, 0.0], [0.0, -0.1, -0.1], [0.0, 0.1, 0.0], [-0.1, -0.1, -0.2], [-0.1, 0.0, 0.0], [0.0, 0.0, 0.1], [0.2, 0.2, 0.2], [0.0, -0.1, 0.0], [0.1, 0.1, 0.0], [0.0, -0.2, 0.0]]
}



[2]
{
  "formula": "C4H4N2O2",
  "method": "wB97M-V/def2-TZVPD",
  "lumo_energy_ev": -2.2,
  "homo_lumo_gap_ev": 8.6,
  "e_above_lowest_kj_mol": 385.9,
  "smiles": "O=C1C=NC(CO)=N1",
  "symbols": ["C", "C", "C", "C", "H", "H", "H", "H", "N", "N", "O", "O"],
  "positions_angstrom": [[1.596961, -0.842150, 0.216912], [0.129128, -0.243155, 0.155756], [-1.592753, 0.964945, -0.454554], [-1.499587, 0.985000, 0.961838], [1.090020, -1.095241, -1.947535], [1.651501, -1.771364, 0.737971], [2.350180, 0.063331, 0.535004], [-2.176379, 1.402748, 1.755675], [-0.462047, 0.156904, -0.944607], [-0.630083, 0.064756, 1.464891], [1.777568, -1.335632, -1.196301], [-2.234509, 1.649858, -1.285051]],
  "forces_ev_per_angstrom": [[-1.9, 2.2, -3.9], [-0.3, 0.4, 0.0], [0.4, 2.2, -6.4], [0.7, -3.4, 6.5], [1.6, 0.1, 3.1], [0.2, -0.1, 1.1], [-1.7, -2.5, -0.8], [0.5, 0.0, -1.4], [0.6, -0.8, 2.7], [-1.2, 3.4, -3.9], [-0.3, 0.7, -0.4], [1.4, -2.3, 3.5]]
}



[3]
{
  "formula": "C2H2N2",
  "method": "wB97M-V/def2-TZVPD",
  "lumo_energy_ev": [-0.9, -0.9],
  "homo_lumo_gap_ev": [8.8, 8.8],
  "e_above_lowest_kj_mol": 333.8,
  "symbols": ["C", "C", "N", "N", "H", "H"],
  "positions_angstrom": [[2.385555, -0.040042, -0.153085], [1.055617, 0.354697, -0.041847], [3.460804, -0.389901, 0.058346], [0.412003, 1.408136, 0.037216], [0.509315, -1.492805, 0.263414], [-0.463955, 1.399500, 0.459197]],
  "forces_ev_per_angstrom": [[0.8, 0.6, 0.0], [-2.4, -2.5, 1.0], [0.2, -0.1, -0.3], [3.1, -0.9, -0.7], [0.5, 3.2, -0.4], [-2.1, -0.3, 0.4]]
}



[4]
{
  "formula": "C3H7NO",
  "method": "wB97M-V/def2-TZVPD",
  "lumo_energy_ev": 0.7,
  "homo_lumo_gap_ev": 8.8,
  "e_above_lowest_kj_mol": 416.7,
  "symbols": ["C", "C", "N", "C", "O", "H", "H", "H", "H", "H", "H", "H"],
  "positions_angstrom": [[-0.044828, -1.249133, 1.080986], [0.928904, 0.578179, 0.324936], [0.377590, 0.727355, -0.931900], [-0.890349, 1.249684, -1.113820], [-1.646590, 1.530237, -0.216118], [0.558894, -1.717608, 1.859993], [0.039989, -1.771050, 0.129783], [-1.092336, -1.154513, 1.378143], [1.894706, 0.070374, 0.267396], [0.208097, 0.043101, 1.164255], [0.818870, 0.343165, -1.760011], [-1.152947, 1.350207, -2.183643]],
  "forces_ev_per_angstrom": [[0.0, -0.2, -0.1], [0.1, -0.2, -0.1], [-0.1, 0.0, 0.0], [-0.1, 0.0, 0.1], [0.3, -0.1, -0.3], [-0.1, 0.1, -0.1], [0.0, 0.1, 0.1], [0.2, 0.0, 0.0], [-0.1, 0.1, 0.0], [-0.1, 0.1, 0.1], [-0.1, 0.0, 0.1], [0.0, 0.0, 0.1]]
}



| no. | M (Da) | E (a.u.) |
| --- | --- | --- |
| 1 | 476.47 | -1819.9396 |
| 2 | 112.09 | -414.6992 |
| 3 | 54.05 | -186.7500 |
| 4 | 73.09 | -248.3678 |